(1)
A 2-piece molecular cluster, C3H7NO2 overall. Source: OMol25; level of theory: ωB97M-V/def2-TZVPD.

electronic energy	-8807.53336	eV
LUMO level	0.0244	Ha
SMILES string	[H]/N=C\OCC=O.[H][H]
spin multiplicity	1
E_HOMO	-10.34	eV
relative energy (zero: lowest compared OMol25 entry of this formula, charge and spin)	289.02	kJ/mol

Element x y z (Å)
H: 1.256 1.701 1.007
H: 1.421 -0.977 1.044
H: 0.463 1.486 -0.574
N: -1.519 -0.467 -0.620
H: -0.647 -0.381 -1.142
H: -0.786 -2.803 -0.235
O: -0.529 0.797 1.135
C: -1.509 0.091 0.512
H: -2.382 0.047 1.162
C: 0.659 1.015 0.397
H: -0.198 -3.175 0.031
C: 1.459 -0.263 0.196
O: 2.108 -0.476 -0.798



(2)
C45H95BeF3N6O9S2 as an isolated structure. Source: OMol25; level of theory: ωB97M-V/def2-TZVPD.

electronic energy	-105785.89063	eV
LUMO level	-0.0833	Ha
spin multiplicity	1
E_HOMO	-7.25	eV
relative energy (zero: lowest compared OMol25 entry of this formula, charge and spin)	0.00	kJ/mol

Element x y z (Å)
H: -10.913 7.409 20.404
H: -20.327 6.113 17.201
H: -13.721 0.994 13.215
C: -8.877 -6.554 18.402
H: -11.915 -4.617 20.587
C: -8.937 -5.263 17.606
C: -11.729 4.494 19.039
H: -12.681 -0.426 22.636
H: -15.840 6.845 18.037
H: -9.170 -7.327 17.692
C: -11.357 -6.117 18.986
C: -11.816 0.075 19.968
O: -12.537 -4.432 17.849
H: -17.714 5.924 12.526
H: -10.148 -2.483 17.639
N: -13.580 5.621 20.318
H: -12.139 4.766 18.066
H: -14.842 6.172 14.999
H: -12.915 -1.913 18.638
C: -15.524 7.049 20.804
O: -11.328 0.347 13.314
H: -11.788 8.721 18.849
H: -19.355 4.009 14.845
C: -12.091 -5.658 20.317
H: -17.471 1.175 13.500
C: -19.009 6.037 15.490
H: -9.931 -0.825 20.489
H: -9.967 -7.458 19.976
C: -15.440 -2.204 15.779
F: -12.176 -1.019 15.112
C: -16.943 2.061 13.855
C: -15.631 -0.591 19.463
H: -17.187 8.589 13.151
H: -15.799 -2.127 12.897
S: -11.077 0.078 14.691
C: -15.891 -1.063 14.779
C: -13.659 7.948 19.517
N: -11.581 1.083 15.752
H: -16.179 7.807 20.376
H: -13.161 1.097 23.036
H: -16.165 6.622 12.197
H: -14.901 1.879 12.239
C: -17.475 -1.345 14.609
N: -11.241 -4.866 18.185
H: -11.358 -7.825 17.558
H: -19.337 9.228 14.080
H: -10.712 0.281 18.036
H: -20.773 5.021 14.615
H: -10.955 -2.830 16.158
C: -12.109 5.495 20.117
H: -15.168 2.694 15.932
C: -13.109 0.454 22.157
H: -8.564 -4.456 18.237
H: -15.424 7.635 15.784
H: -12.795 -4.897 17.050
H: -12.833 -6.993 17.587
H: -19.308 5.139 13.549
H: -18.712 6.151 17.605
H: -16.097 6.177 21.121
H: -11.651 4.195 21.697
O: -16.948 4.722 15.562
H: -12.018 -6.370 21.138
H: -12.435 2.074 20.740
C: -10.274 -4.701 17.091
C: -10.647 -5.268 15.678
H: -14.697 7.621 14.121
H: -13.373 8.563 20.370
H: -11.749 5.898 22.277
H: -16.184 -2.348 16.563
H: -12.380 -7.985 18.994
H: -14.797 1.166 21.262
H: -13.599 -2.879 19.989
C: -14.027 -2.222 20.746
H: -11.081 -1.919 19.736
C: -16.758 6.792 14.253
O: -9.854 -0.618 15.071
H: -7.863 -6.795 18.718
H: -14.439 4.087 19.922
N: -13.143 -0.273 19.344
C: -17.473 8.177 14.119
H: -17.138 8.883 14.878
C: -15.357 7.118 14.827
H: -9.590 -5.852 20.239
C: -15.087 6.190 18.475
H: -9.148 -3.004 16.367
H: -16.504 -0.775 20.088
H: -12.304 7.396 17.836
H: -19.325 7.973 16.179
C: -10.138 -3.171 16.793
C: -11.468 5.242 21.453
N: -17.486 5.970 15.300
H: -16.754 2.675 12.975
H: -10.578 6.602 19.059
C: -14.782 1.094 12.985
H: -13.274 -2.279 21.533
C: -14.269 -0.776 20.225
C: -19.389 5.629 16.928
H: -9.958 -4.897 14.919
H: -14.819 -0.313 11.374
O: -9.097 1.966 16.019
H: -18.034 -0.977 15.470
H: -8.236 -5.361 16.777
O: -16.077 0.578 16.460
H: -17.501 2.584 14.632
H: -14.853 -2.805 21.153
C: -12.270 7.744 18.868
H: -14.166 -1.641 13.347
H: -20.608 7.393 15.131
H: -10.042 1.208 19.319
C: -12.128 1.115 21.158
C: -14.763 2.630 14.922
H: -16.921 4.825 16.517
F: -14.635 2.781 18.466
C: -15.527 1.481 14.282
O: -10.510 2.842 14.145
S: -10.385 2.196 15.390
C: -14.414 6.664 19.817
H: -19.469 4.545 17.006
C: -14.426 0.152 21.415
Be: -13.655 1.147 16.971
H: -10.698 4.145 18.997
H: -17.023 0.658 16.317
C: -11.456 6.818 19.667
O: -13.056 -1.077 18.189
C: -19.529 7.384 15.284
H: -14.490 -2.000 16.273
C: -15.203 -1.308 13.299
H: -16.261 5.116 13.157
H: -18.022 -0.954 13.751
H: -19.266 7.757 13.095
H: -15.060 7.418 21.719
C: -15.353 -0.110 12.302
H: -10.385 5.160 21.362
H: -13.673 2.616 14.946
F: -10.966 3.341 16.320
H: -11.303 -1.461 21.447
H: -14.356 5.996 17.690
C: -9.944 -6.508 19.444
H: -16.391 -0.009 11.987
H: -14.855 3.565 14.370
C: -12.013 -7.286 18.243
N: -15.555 0.289 15.219
C: -10.987 0.810 18.949
H: -15.631 5.258 18.625
H: -10.685 -6.358 15.673
H: -15.750 0.455 19.181
C: -10.982 -1.114 20.465
H: -11.224 1.459 21.660
H: -11.670 -4.952 15.478
H: -13.167 -5.615 20.149
H: -14.318 8.585 18.927
C: -19.013 8.188 14.064
H: -11.569 1.671 18.622
H: -15.292 -3.167 15.289
O: -14.240 4.501 20.765
H: -12.252 3.571 19.291
H: -17.712 -2.385 14.387
C: -19.684 5.010 14.564
C: -16.726 6.082 12.960
H: -15.758 -1.272 18.622
H: -15.147 -0.247 22.128